Model A:
This record from the OMol25 dataset describes a molecular structure, C5H8O3. The level of theory is ωB97M-V with the def2-TZVPD basis set.

Geometry as XYZ:
```
16
C5H8O3 (ωB97M-V with the def2-TZVPD basis set)
C -0.17108 -0.11279 0.30702
C 2.23506 0.01701 -0.72668
O -1.44931 1.68737 0.97792
H 2.89255 0.51262 -1.42420
C 1.04776 0.57924 -0.43759
H -0.46862 1.51646 1.53874
H 2.60455 -0.85325 -0.20943
O -2.30244 0.42918 -0.72629
H -0.82997 -1.98088 1.11324
H -2.96870 1.13350 -0.70821
C -1.37675 0.67267 0.18395
O 0.60100 0.48164 1.33642
H 0.66058 -2.08066 0.16717
C -0.31863 -1.61025 0.22200
H 0.74425 1.48037 -0.95315
H -0.90023 -1.87222 -0.66093
```

Values from the calculation:
Frontier orbital gap (spin up / spin down) in eV: 7.2 / 7.2
Multiplicity: 1
E_HOMO (spin up / spin down) in eV: -7.09 / -7.08

Quick look at the Mulliken charges, all values in e: atom 1 (C): 1.544, atom 2 (C): -1.015, atom 3 (O): -0.573, atom 4 (H): 0.272, atom 5 (C): -0.155, atom 6 (H): 0.496, atom 7 (H): 0.252, atom 8 (O): -0.420, atom 9 (H): 0.328, atom 10 (H): 0.370, atom 11 (C): 0.040, atom 12 (O): -0.710, atom 13 (H): 0.336, atom 14 (C): -1.343, atom 15 (H): 0.279, atom 16 (H): 0.299

---

Model B:
This record from the OMol25 dataset describes C5H8O3 in the gas phase. The level of theory is ωB97M-V with the def2-TZVPD basis set.

Geometry as XYZ:
```
16
C5H8O3 (ωB97M-V with the def2-TZVPD basis set)
C 1.40831 -0.83352 -0.65869
H 1.86544 -1.50046 -1.43866
H 2.63642 -0.77228 1.16061
C 1.75438 -0.46764 0.56757
O 0.73770 0.32358 1.13523
H -0.97825 2.41159 0.25872
H -1.95162 -1.52911 -0.76335
H -2.24228 0.65402 -0.22755
O -1.65993 -1.40794 0.15015
O 0.30020 -0.18698 -1.06774
C -0.21156 0.52533 0.00455
H 0.76860 2.36221 -0.35307
H -0.54601 2.05514 -1.38073
C -0.24211 1.87868 -0.35088
C -1.54028 -0.05150 0.35570
H -1.58845 0.18167 1.49342
```

Values from the calculation:
Frontier orbital gap in eV: 8.8
Multiplicity: 1
Structure (SMILES): CC1(CO)OC=CO1
E_HOMO in eV: -7.93

Quick look at the Mulliken charges, all values in e: atom 1 (C): -0.048, atom 2 (H): 0.314, atom 3 (H): 0.342, atom 4 (C): -0.471, atom 5 (O): -0.436, atom 6 (H): 0.376, atom 7 (H): 0.325, atom 8 (H): 0.329, atom 9 (O): -0.507, atom 10 (O): -0.404, atom 11 (C): 1.690, atom 12 (H): 0.327, atom 13 (H): 0.390, atom 14 (C): -1.718, atom 15 (C): -0.810, atom 16 (H): 0.301

---

Model C:
This record from the OMol25 dataset describes a molecular structure, C5H8O3. The level of theory is ωB97M-V with the def2-TZVPD basis set.

Geometry as XYZ:
```
16
C5H8O3 (ωB97M-V with the def2-TZVPD basis set)
C -1.41103 -1.04391 -0.12523
H -1.78144 -1.49709 -0.97779
O 0.18858 -0.06682 1.20837
H 2.40493 0.19010 1.00273
H -0.14181 1.96624 0.90310
C 0.10809 -0.93550 0.04212
O 1.20416 1.05715 -0.44965
C -1.43390 0.53980 -0.24707
H -1.96725 -1.42121 0.74868
H 2.96482 -0.02576 -0.75167
C -0.08697 1.03307 0.39343
O 1.44582 -1.36336 0.00056
H 0.22395 -0.33115 -0.85099
H -1.59960 0.96044 -1.28380
C 2.09879 -0.03357 -0.02656
H -2.21713 0.97156 0.41377
```

Values from the calculation:
Frontier orbital gap in eV: 10.3
Multiplicity: 1
E_HOMO in eV: -9.27

Quick look at the Mulliken charges, all values in e: atom 1 (C): -0.642, atom 2 (H): 0.319, atom 3 (O): -0.455, atom 4 (H): 0.248, atom 5 (H): 0.491, atom 6 (C): -0.060, atom 7 (O): -0.467, atom 8 (C): -0.667, atom 9 (H): 0.287, atom 10 (H): 0.273, atom 11 (C): 0.095, atom 12 (O): -0.486, atom 13 (H): 0.537, atom 14 (H): 0.302, atom 15 (C): -0.145, atom 16 (H): 0.369

---

Least stable structure: model C

---

Model A:
This record from the OMol25 dataset describes C5H8O3 in the gas phase. The level of theory is ωB97M-V with the def2-TZVPD basis set.

Geometry as XYZ:
```
16
C5H8O3 (ωB97M-V with the def2-TZVPD basis set)
O -0.45574 -2.19837 -0.29937
O -1.50980 1.31716 1.59551
H 0.03950 2.39047 0.46966
H 1.79330 0.39410 1.14060
H 0.07505 0.01324 -2.12119
C -1.09263 -0.78303 0.03160
H -1.05674 -3.04126 -0.26171
C 0.02256 0.21265 -0.01858
C -0.55216 1.41929 0.76286
H 1.46811 -1.52433 0.65641
C 0.49271 0.65733 -1.35085
O 1.82356 0.16121 -0.98419
H 0.44034 1.82265 -1.62058
H -1.55740 -0.70563 1.12743
H -1.96726 -0.35071 -0.38363
C 1.44633 -0.37931 0.32453
```

Values from the calculation:
Frontier orbital gap in eV: 10.1
Multiplicity: 1
Structure (SMILES): O=CC1(CO)COC1
E_HOMO in eV: -9.96

Quick look at the Mulliken charges, all values in e: atom 1 (O): -0.578, atom 2 (O): -0.516, atom 3 (H): 0.251, atom 4 (H): 0.249, atom 5 (H): 0.266, atom 6 (C): -0.997, atom 7 (H): 0.293, atom 8 (C): 1.242, atom 9 (C): -0.015, atom 10 (H): 0.256, atom 11 (C): -0.610, atom 12 (O): -0.395, atom 13 (H): 0.217, atom 14 (H): 0.352, atom 15 (H): 0.499, atom 16 (C): -0.512

---

Model B:
This record from the OMol25 dataset describes C5H8O3 in the gas phase. The level of theory is ωB97M-V with the def2-TZVPD basis set.

Geometry as XYZ:
```
16
C5H8O3 (ωB97M-V with the def2-TZVPD basis set)
H -1.94884 1.00155 -1.44910
H -0.34663 -1.08862 2.67796
H 1.25154 -2.70630 -0.92535
C 0.98855 -1.59136 -0.75957
C -0.97136 1.37736 -1.11146
H -0.13946 1.69612 -1.92164
C 1.77674 -0.57998 -0.44583
O -0.12219 -1.14740 1.65052
H -1.73583 0.18235 1.23075
H 2.78768 -0.63827 -0.03693
H -0.22111 1.05164 1.71013
O 1.11755 0.65026 -0.00728
C -0.61391 0.06285 1.22579
C -0.28345 0.30354 -0.31488
O -0.35907 -0.97236 -0.95153
H -1.18022 2.39861 -0.57157
```

Values from the calculation:
Frontier orbital gap in eV: 8.9
Multiplicity: 1
Structure (SMILES): CC1(CO)OC=CO1
E_HOMO in eV: -8.10

Quick look at the Mulliken charges, all values in e: atom 1 (H): 0.333, atom 2 (H): 0.357, atom 3 (H): 0.282, atom 4 (C): -0.158, atom 5 (C): -1.305, atom 6 (H): 0.288, atom 7 (C): -0.288, atom 8 (O): -0.461, atom 9 (H): 0.316, atom 10 (H): 0.332, atom 11 (H): 0.257, atom 12 (O): -0.403, atom 13 (C): -0.469, atom 14 (C): 1.078, atom 15 (O): -0.427, atom 16 (H): 0.269

---

Least stable structure: model A

---

Model A:
This record from the OMol25 dataset describes a molecular structure, C20H11Cl5N5W. The level of theory is ωB97M-V with the def2-TZVPD basis set.

Geometry as XYZ:
```
42
C20H11Cl5N5W (ωB97M-V with the def2-TZVPD basis set)
C 5.02123 1.56156 1.53653
W 0.97600 0.13863 -0.73301
C -4.35107 -4.11492 0.95668
C -3.82140 -3.82839 -0.29072
N 0.79319 -0.47402 1.25404
C 2.86118 0.55384 1.49606
C -0.61484 2.83656 -0.22111
H 5.86196 1.96457 2.08691
C 0.08642 1.90063 -1.00383
Cl -1.23896 5.76841 -2.82148
H -5.21733 -4.75888 1.02825
C -1.09933 -1.89823 -1.71475
N -0.49285 -1.32268 -0.65942
N 2.86826 0.54979 0.12467
C -1.02700 4.03903 -0.78445
H -4.20952 -3.82619 3.08063
Cl -1.86793 5.17785 0.15014
C 0.32601 2.22697 -2.34367
N -0.30926 -1.16889 1.67492
C 5.04545 1.52038 0.15451
H 5.89833 1.88020 -0.40420
C -3.78090 -3.58749 2.11720
H 3.92260 0.98467 -1.60794
C -0.74425 4.31593 -2.14632
Cl 0.30669 3.69009 -4.59352
H -2.52968 -3.08598 -2.43793
C -0.04497 3.38768 -2.96222
Cl 1.20692 0.93873 -3.19683
H -4.26268 -4.24237 -1.18893
C 3.94722 1.01524 -0.52584
H 1.53423 -0.08600 3.17313
N -2.12693 -2.68326 -1.59696
H -2.22282 -2.36042 2.93817
C -0.95886 -1.62783 0.65169
C -2.67278 -2.76809 2.04413
C -2.71375 -3.00290 -0.35441
C -2.12475 -2.46214 0.79376
C 1.67503 -0.05396 2.09738
C 3.90532 1.06802 2.22367
H -0.72362 -1.69990 -2.71120
H 3.86927 1.06770 3.30512
Cl -0.94982 2.46607 1.41114
```

Values from the calculation:
Frontier orbital gap (spin up / spin down) in eV: 6.2 / 6.5
Multiplicity: 3
Net charge: +3
E_HOMO (spin up / spin down) in eV: -17.59 / -17.65
⟨S²⟩: 2.0301

Quick look at the Mulliken charges, all values in e: atom 1 (C): -0.202, atom 2 (W): 0.834, atom 3 (C): -0.445, atom 4 (C): -0.934, atom 5 (N): 0.303, atom 6 (C): 0.958, atom 7 (C): 0.488, atom 8 (H): 0.480, atom 9 (C): -0.742, atom 10 (Cl): -0.042, atom 11 (H): 0.445, atom 12 (C): -0.001, atom 13 (N): -0.291, atom 14 (N): -0.028, atom 15 (C): -0.268, atom 16 (H): 0.461, atom 17 (Cl): -0.081, atom 18 (C): 0.862, atom 19 (N): -1.120, atom 20 (C): -0.832, atom 21 (H): 0.429, atom 22 (C): -0.827, atom 23 (H): 0.523, atom 24 (C): 0.812, atom 25 (Cl): -0.105, atom 26 (H): 0.310, atom 27 (C): -0.609, atom 28 (Cl): -0.150, atom 29 (H): 0.423, atom 30 (C): 0.204, atom 31 (H): 0.485, atom 32 (N): 0.098, atom 33 (H): 0.512, atom 34 (C): 0.666, atom 35 (C): -0.343, atom 36 (C): 0.380, atom 37 (C): 0.553, atom 38 (C): -0.201, atom 39 (C): -0.810, atom 40 (H): 0.465, atom 41 (H): 0.451, atom 42 (Cl): -0.109

---

Model B:
This record from the OMol25 dataset describes a molecular structure, C20H11Cl5N5W. The level of theory is ωB97M-V with the def2-TZVPD basis set.

Geometry as XYZ:
```
42
C20H11Cl5N5W (ωB97M-V with the def2-TZVPD basis set)
C 4.70775 0.95213 0.02584
W 0.01456 -0.15957 0.90427
N 0.24163 1.77211 0.37696
Cl -0.15780 -0.79200 6.73900
C -0.29664 -3.23276 3.54580
C -0.08398 -2.29181 2.57542
C -2.89951 -0.58741 -0.41521
N 2.04234 0.19757 0.45129
H -5.42616 1.59984 0.07914
H -4.97403 -0.64596 -0.89333
C 0.08900 -0.92177 2.76411
Cl -0.57701 -3.79369 6.13469
H -0.89427 2.84339 1.78356
H 5.75840 4.63230 -0.20228
H -2.65729 -1.57699 -0.77763
C -0.11800 -1.34324 5.13502
C -2.12399 1.39407 0.57399
C -3.37950 1.94917 0.62803
C 3.02465 -0.71641 0.31930
C 4.11848 3.29865 0.07927
N 4.26642 -0.38177 0.12362
C -0.29969 -2.72449 4.87005
H 3.37492 4.07623 0.18290
C -4.42144 1.19588 0.08294
C 6.39238 2.57964 -0.28921
H 6.78129 0.46334 -0.32696
H 7.42644 2.83959 -0.47494
H 2.78160 -1.76842 0.38951
C 0.07884 -0.44667 4.08416
C -0.87231 2.04848 1.04389
Cl -0.05201 -2.73079 0.82345
C 3.73128 1.94936 0.16473
H 4.94864 -1.13094 0.04652
C 5.44287 3.59999 -0.14011
C 6.04020 1.24309 -0.20730
N -1.89101 0.13843 0.10705
N 1.38954 2.43912 0.45370
C -4.17526 -0.06271 -0.45612
C 2.37526 1.55028 0.35244
H -3.54058 2.93645 1.03891
Cl 0.32002 1.21483 4.38643
Cl -0.52390 -4.87063 3.17287
```

Values from the calculation:
Frontier orbital gap (spin up / spin down) in eV: 6.3 / 5.8
Multiplicity: 3
Net charge: +3
E_HOMO (spin up / spin down) in eV: -17.61 / -17.73
⟨S²⟩: 2.0431

Quick look at the Mulliken charges, all values in e: atom 1 (C): 0.401, atom 2 (W): 0.756, atom 3 (N): 0.583, atom 4 (Cl): -0.084, atom 5 (C): -0.603, atom 6 (C): 0.764, atom 7 (C): 0.130, atom 8 (N): -0.507, atom 9 (H): 0.481, atom 10 (H): 0.438, atom 11 (C): -0.633, atom 12 (Cl): -0.046, atom 13 (H): 0.552, atom 14 (H): 0.465, atom 15 (H): 0.464, atom 16 (C): -0.197, atom 17 (C): 1.142, atom 18 (C): -0.875, atom 19 (C): -0.164, atom 20 (C): -0.397, atom 21 (N): 0.124, atom 22 (C): 0.767, atom 23 (H): 0.526, atom 24 (C): -0.126, atom 25 (C): -0.402, atom 26 (H): 0.431, atom 27 (H): 0.444, atom 28 (H): 0.524, atom 29 (C): 0.593, atom 30 (C): -0.731, atom 31 (Cl): -0.150, atom 32 (C): 0.719, atom 33 (H): 0.320, atom 34 (C): -0.810, atom 35 (C): -0.975, atom 36 (N): -0.024, atom 37 (N): -1.088, atom 38 (C): -0.804, atom 39 (C): 0.742, atom 40 (H): 0.485, atom 41 (Cl): -0.128, atom 42 (Cl): -0.109

---

Least stable structure: model B